[1]
DFT (ωB97M-V/def2-TZVPD) results for a molecular structure, C47H54ClIIrN3O2SSi2 at a distorted geometry.

Net charge: 0
HOMO level (spin up / spin down) in Eh: -0.1849 / -0.3129
Relative energy (zero: lowest compared OMol25 entry of this formula, charge and spin) in eV: 1.1113
2S+1: 5
Kohn-Sham gap (spin up / spin down) in eV: 4.47 / 6.32
E_tot in eV: -108230.8241
Max |F| in eV Å⁻¹: 2.7

Last column: Löwdin charge in e.
CARTESIAN COORDINATES (ANGSTROEM)
Ir  -0.52881  0.28040  0.38017  0.947
Cl  -2.91868  -5.30291  -4.49475  0.736
C  -2.12517  -4.18612  -3.43566  -0.575
C  -1.35480  -4.68604  -2.40431  -0.173
C  -0.78675  -3.80446  -1.51321  -0.565
I  0.32040  -4.48679  0.13471  1.033
C  -0.91903  -2.40350  -1.59558  -0.427
O  -0.42755  -1.68105  -0.66130  -0.290
C  -1.63067  -1.89684  -2.73508  -0.167
N  -1.69461  -0.55807  -2.90603  0.046
C  -2.48002  -0.08049  -3.86727  -0.172
C  -3.21641  -0.87395  -4.73164  -0.080
C  -3.09373  -2.24621  -4.63399  -0.070
C  -2.28690  -2.79836  -3.62090  -0.180
H  -1.22455  -5.75053  -2.29544  0.095
H  -2.53539  0.99694  -3.93842  0.093
H  -3.86652  -0.42583  -5.46969  0.099
H  -3.61162  -2.89315  -5.32089  0.074
C  4.94822  -1.94740  3.21184  -0.098
C  4.68148  -0.59581  3.07265  -0.081
C  3.39515  -0.16303  2.80641  -0.098
C  2.34136  -1.06384  2.67480  -0.352
C  2.63506  -2.42296  2.80793  -0.151
C  3.91593  -2.86259  3.08362  -0.098
Si  0.51682  -0.51508  2.44625  0.629
C  0.31381  0.82922  3.81207  -0.347
C  0.20238  0.46112  5.14526  -0.107
C  0.14377  1.41810  6.14224  -0.084
C  0.20064  2.76328  5.82137  -0.088
C  0.30353  3.14626  4.49630  -0.085
C  0.34810  2.18511  3.50460  -0.147
H  5.95033  -2.28246  3.43607  0.105
H  5.47780  0.12384  3.19493  0.106
H  3.19907  0.89689  2.73018  0.104
H  1.84337  -3.15188  2.70243  0.059
H  4.10350  -3.91963  3.22097  0.106
H  -0.09626  -1.78744  2.98390  0.000
H  0.14678  -0.58518  5.40641  0.102
H  0.04615  1.11382  7.17328  0.101
H  0.13668  3.51063  6.59691  0.100
H  0.35156  4.19134  4.23199  0.102
H  0.38880  2.48183  2.46426  0.060
C  -4.06461  -0.26500  -0.48683  -0.166
Si  -2.91255  0.76686  0.68739  0.689
C  -3.65420  0.32802  2.50078  -0.634
C  -3.20889  1.38585  3.50705  -0.101
C  -3.11958  -1.02874  2.95753  -0.121
C  -5.18281  0.22421  2.50760  -0.101
C  -3.35043  2.65998  0.19300  -0.632
C  -4.77715  3.04758  0.57947  -0.102
C  -3.21972  2.83692  -1.32125  -0.108
C  -2.38924  3.63307  0.87676  -0.110
H  -4.86393  0.33484  -0.91128  0.026
H  -4.52146  -1.09715  0.03493  0.020
H  -3.50123  -0.68500  -1.31057  -0.011
H  -2.13320  1.52924  3.46575  0.046
H  -3.46422  1.08611  4.52370  0.090
H  -3.69229  2.33785  3.31112  0.061
H  -2.10104  -0.93753  3.31018  0.012
H  -3.13369  -1.76022  2.15408  0.074
H  -3.72500  -1.41502  3.77675  0.086
H  -5.66452  1.01561  1.94759  0.051
H  -5.54108  0.27397  3.53791  0.085
H  -5.50274  -0.72794  2.09084  0.073
H  -5.50895  2.37656  0.13494  0.073
H  -4.99207  4.05748  0.22464  0.085
H  -4.90544  3.03936  1.65765  0.063
H  -3.87524  2.15408  -1.85536  0.064
H  -2.20073  2.66676  -1.65077  0.047
H  -3.49507  3.85444  -1.60325  0.085
H  -2.50603  3.60437  1.95590  0.062
H  -2.58817  4.65301  0.54472  0.085
H  -1.35656  3.38349  0.64012  0.038
C  0.27192  2.28601  -4.65548  -0.008
C  0.48186  2.40241  -3.19047  -0.291
C  1.26949  3.27608  -2.46421  0.025
C  1.08199  2.93184  -1.11982  -0.342
N  0.21325  1.92786  -1.04162  -0.062
N  -0.12587  1.60249  -2.29801  0.026
C  1.73712  3.54815  0.06176  -0.019
H  0.80984  3.07967  -5.16646  0.083
H  -0.78747  2.37038  -4.89345  0.075
H  0.63124  1.32507  -5.02359  0.077
H  1.89619  4.05406  -2.85008  0.109
H  -0.73441  0.76957  -2.45858  0.076
H  2.67081  4.01678  -0.24380  0.083
H  1.94381  2.78854  0.81268  0.061
H  1.09716  4.31410  0.49874  0.081
O  1.86515  -0.10010  -0.50832  -0.586
S  2.37936  -1.47666  -0.34029  0.952
C  4.18088  -1.22209  -0.40839  -0.331
C  4.64109  0.00583  -0.84654  -0.060
C  6.00307  0.24206  -0.90576  -0.066
C  6.88964  -0.75163  -0.52266  -0.080
C  6.42075  -1.97663  -0.07751  -0.073
C  5.05758  -2.21349  -0.00649  -0.096
C  2.33929  -2.18436  -2.00860  -0.364
C  2.84512  -3.44837  -2.24989  -0.115
C  2.72520  -3.99160  -3.51701  -0.068
C  2.06988  -3.28958  -4.51633  -0.073
C  1.57308  -2.02153  -4.26709  -0.060
C  1.71162  -1.46829  -3.00694  -0.073
H  3.91441  0.75447  -1.13109  0.107
H  6.37474  1.19962  -1.24158  0.105
H  7.95128  -0.55910  -0.54565  0.102
H  7.11956  -2.74646  0.21432  0.107
H  4.68610  -3.15073  0.37865  0.106
H  3.33061  -3.99671  -1.45820  0.093
H  3.13408  -4.96759  -3.72748  0.107
H  1.95568  -3.72801  -5.49590  0.105
H  1.07320  -1.47574  -5.05435  0.106
H  1.34036  -0.48656  -2.76307  0.092



[2]
DFT (ωB97M-V/def2-TZVPD) results for a molecular structure, C47H54CuO8P3.

Net charge: -1
HOMO level (spin up / spin down) in Eh: -0.1267 / -0.1616
Relative energy (zero: lowest compared OMol25 entry of this formula, charge and spin) in eV: 0.0138
2S+1: 2
Kohn-Sham gap (spin up / spin down) in eV: 5.85 / 6.79
E_tot in eV: -138508.7591
Max |F| in eV Å⁻¹: 0.5

Last column: Löwdin charge in e.
CARTESIAN COORDINATES (ANGSTROEM)
Cu  1.11906  -0.04135  -0.95851  0.297
O  4.51411  0.53191  -1.89871  0.030
C  4.07037  0.19928  -0.80471  -0.624
O  2.99840  -0.44496  -0.55080  -0.138
C  4.87399  0.52163  0.44695  -0.124
C  6.26186  0.58453  0.34208  -0.028
C  7.05042  0.77701  1.46136  -0.090
C  6.45030  0.92226  2.70772  -0.095
C  5.07067  0.89654  2.81116  -0.106
C  4.26277  0.70944  1.68669  -0.274
P  2.42308  0.72248  1.86099  1.165
C  2.17127  2.07727  3.07046  -0.379
C  0.99376  2.05959  3.82074  -0.117
C  0.61671  3.15132  4.58673  -0.088
C  1.39860  4.29952  4.60199  -0.107
C  2.56118  4.33827  3.84586  -0.098
C  2.94510  3.23826  3.09001  -0.097
C  2.21727  -0.78591  2.88533  -0.335
C  2.23169  -0.81641  4.27547  -0.104
C  2.05258  -2.01437  4.95584  -0.101
C  1.84890  -3.19282  4.25315  -0.104
C  1.82940  -3.16869  2.86370  -0.082
C  2.00954  -1.97563  2.18087  -0.076
H  6.69164  0.46654  -0.64419  0.112
H  8.12968  0.80550  1.37009  0.094
H  7.05544  1.05742  3.59625  0.094
H  4.60911  1.02278  3.78409  0.100
H  0.35780  1.18217  3.79949  0.082
H  -0.29929  3.10068  5.16226  0.090
H  1.10255  5.15643  5.19480  0.092
H  3.17746  5.22945  3.84044  0.096
H  3.85130  3.29392  2.50003  0.103
H  2.38486  0.09599  4.84135  0.098
H  2.06497  -2.01952  6.03969  0.096
H  1.69544  -4.12459  4.78390  0.096
H  1.65775  -4.07976  2.30417  0.101
H  1.98923  -1.95437  1.09601  0.091
C  -2.43385  3.87733  0.07584  -0.044
C  -1.03577  3.77123  -0.49986  -0.406
C  -0.11145  2.96069  0.38344  -0.057
O  -1.17833  3.25536  -1.85494  -0.187
P  -0.55711  1.93435  -2.49464  0.543
O  0.88460  1.72865  -2.27687  -0.236
C  -1.60942  0.55176  -1.94764  -0.198
P  -0.30934  -1.93800  -2.21740  0.507
O  0.87963  -2.67950  -1.75727  -0.254
O  -1.44817  -3.05061  -2.47284  -0.169
C  -2.83870  -2.95629  -2.79016  -0.428
C  -3.65948  -2.28755  -1.69965  -0.024
C  -3.06136  -2.33386  -4.15851  -0.045
O  -0.12620  -1.20839  -3.63690  -0.209
C  0.98984  -1.55553  -4.50339  -0.428
C  1.91068  -0.35946  -4.60506  -0.028
C  0.40533  -1.97822  -5.83568  -0.046
O  -0.86495  2.19267  -4.03287  -0.172
C  -2.20014  2.42935  -4.51964  -0.463
C  -2.39569  1.52414  -5.71786  -0.035
C  -2.33834  3.90051  -4.85764  -0.043
H  -2.40130  4.38487  1.04121  0.085
H  -2.85741  2.88382  0.22865  0.064
H  -3.08657  4.43702  -0.59513  0.078
H  -0.62121  4.77235  -0.63889  0.141
H  -0.46829  1.93142  0.50528  0.063
H  -0.08468  3.41537  1.37613  0.088
H  0.90070  2.92450  -0.01316  0.075
H  -2.13629  0.19776  -2.83830  0.063
H  -2.36755  0.96425  -1.27767  0.092
H  -3.14536  -4.00485  -2.83585  0.139
H  -3.52408  -1.20686  -1.68244  0.068
H  -3.39697  -2.68557  -0.72038  0.074
H  -4.71677  -2.49227  -1.88426  0.085
H  -2.69177  -1.30934  -4.18540  0.045
H  -4.12827  -2.32382  -4.39079  0.083
H  -2.53970  -2.89689  -4.93245  0.075
H  1.51956  -2.38773  -4.03707  0.131
H  1.36250  0.51167  -4.97016  0.080
H  2.72366  -0.58275  -5.29982  0.086
H  2.35176  -0.11266  -3.63964  0.067
H  -0.17095  -1.15885  -6.27215  0.076
H  -0.24812  -2.84333  -5.71716  0.069
H  1.20655  -2.24176  -6.52821  0.079
H  -2.91752  2.16797  -3.73461  0.133
H  -1.66950  1.77770  -6.49202  0.090
H  -3.40041  1.63976  -6.12745  0.084
H  -2.24350  0.48124  -5.44028  0.059
H  -1.59717  4.17512  -5.60976  0.088
H  -2.17721  4.50915  -3.96959  0.073
H  -3.33332  4.10728  -5.25614  0.082
C  -0.88065  -0.58883  -1.21314  -0.412
C  -1.20250  -0.75049  0.13084  0.022
C  -1.49547  -1.37256  1.27246  -0.178
C  -1.70206  -0.59093  2.51771  -0.187
C  -1.33620  -1.10575  3.76349  -0.045
C  -1.58510  -0.39732  4.92945  -0.091
C  -2.21238  0.84105  4.88383  -0.127
C  -2.57075  1.37236  3.65069  -0.100
C  -2.31612  0.66462  2.48703  -0.040
C  -1.78819  -2.83359  1.34896  -0.196
C  -2.91017  -3.28895  2.05211  -0.050
C  -3.24628  -4.63212  2.06888  -0.100
C  -2.46529  -5.55597  1.38214  -0.112
C  -1.34365  -5.11754  0.69460  -0.079
C  -1.00033  -3.77150  0.68532  -0.040
H  -0.84121  -2.06834  3.81217  0.111
H  -1.27757  -0.81512  5.88087  0.101
H  -2.41038  1.38875  5.79721  0.093
H  -3.05874  2.33889  3.59399  0.097
H  -2.61943  1.05887  1.52475  0.088
H  -3.52650  -2.57163  2.58202  0.115
H  -4.12406  -4.95988  2.61364  0.092
H  -2.73012  -6.60645  1.38809  0.089
H  -0.72107  -5.82345  0.15811  0.103
H  -0.11729  -3.44913  0.14911  0.088



- net charge of number 2 (C47H54CuO8P3)?
  -1